Entry 1:
The following is a quantum chemistry calculation of the ion C4H10N with charge +1, from the Open Molecules 2025 dataset.

Element x y z (Å)
C: -0.6602 -1.2519 -0.1338
N: -0.0652 0.0005 0.0045
C: -0.9818 1.1619 0.2241
C: 1.1269 0.2604 -0.7394
C: 1.2836 0.1440 0.6637
H: -1.6619 -1.3028 0.3281
H: -0.6328 -1.6528 -1.1313
H: -0.1128 -2.1718 0.4434
H: -0.5205 2.0354 -0.3125
H: -2.0424 1.0400 -0.2882
H: -1.3375 1.0609 1.2742
H: 1.2441 1.1799 -1.1773
H: 1.4166 -0.6232 -1.4693
H: 1.6124 -0.9013 1.0373
H: 1.3315 1.0208 1.2765

Summary:
Energy above the lowest of the compared OMol25 structures with the same formula, charge and spin   271.7 kJ/mol
Frontier orbital gap   13.78 eV
Total charge   +1
E_HOMO   -16.69 eV
Structure (SMILES)   C[N+]1(C)CC1
Electronic energy   -212.8169 a.u.

=====

Entry 2:
The following is a quantum chemistry calculation of a structure of composition C30H50Cl2N3O7SSiYb, from the Open Molecules 2025 dataset.

Element x y z (Å)
C: 2.4846 -2.2892 -1.9877
C: 2.1648 -1.5324 -3.2153
H: 1.8003 -3.1560 -1.9765
H: 2.3011 -1.7006 -1.0797
H: 3.5177 -2.6718 -1.9889
C: 2.4144 -2.1007 -4.4250
C: 2.8105 -3.5320 -4.5757
H: 2.3790 -1.5396 -5.3522
H: 2.1627 -4.2245 -4.0042
H: 3.8507 -3.7328 -4.2606
H: 2.7339 -3.8088 -5.6384
Yb: 0.3656 0.4965 0.0845
Cl: 2.5285 1.7297 -0.9668
C: -0.2756 3.5535 -0.4796
O: -0.8080 2.4235 -0.3400
N: -0.9814 4.6644 -0.6945
C: -2.4402 4.5873 -0.7629
C: -0.3195 5.9028 -1.0846
H: 0.8223 3.6880 -0.4374
H: -2.8381 4.0175 0.0882
H: -2.7778 4.1170 -1.7002
H: -2.8050 5.6158 -0.7333
H: 0.5804 6.0383 -0.4753
H: -1.0187 6.7250 -0.9279
H: -0.0310 5.8789 -2.1450
H: -2.9666 2.2727 3.9324
H: -1.1309 0.7816 5.6596
C: -3.1756 1.2563 3.5705
C: -1.7093 -0.0016 5.1435
N: -2.0284 0.3884 3.7824
H: -3.4045 1.2816 2.5033
C: -1.2506 0.0341 2.7597
O: -1.4896 0.3414 1.5705
H: -1.1076 -0.9197 5.1294
H: -0.3589 -0.5436 3.0359
H: -4.0266 0.8643 4.1361
H: -2.6402 -0.1741 5.7002
H: -0.0791 -5.7805 0.6987
H: -1.1956 -4.0132 -1.9099
C: -1.0753 -5.3650 0.8612
C: -1.8863 -4.0663 -1.0548
N: -1.1983 -4.0498 0.2414
H: -1.2957 -5.3008 1.9239
C: -0.2687 -3.0924 0.5002
O: -0.3027 -1.8890 0.2759
H: -2.6307 -3.2743 -1.1275
H: 0.6928 -3.5353 0.9614
H: -1.7886 -6.0235 0.3705
H: -2.4082 -5.0233 -1.1210
O: 0.4699 -0.2918 -1.9676
C: 1.5251 -0.2100 -2.9630
C: 0.4859 -0.0909 -5.2867
C: 1.1300 0.5302 -4.2106
H: 0.3123 -1.1668 -5.2931
C: 0.0587 0.6904 -6.3717
H: 2.2803 0.4146 -2.4074
C: 1.4329 1.8878 -4.2625
H: -0.5096 0.2070 -7.1720
C: 0.3674 2.0519 -6.4164
C: 1.0732 2.6550 -5.3659
H: 1.9448 2.3107 -3.3959
H: 0.0371 2.6504 -7.2674
H: 1.3346 3.7159 -5.3980
Si: -1.2739 -0.6507 -2.3654
Cl: 1.7881 -4.2965 -0.1093
C: -1.5303 -1.9505 -3.6566
C: -1.7391 1.0609 -3.0597
C: -2.5585 -0.7560 -0.9786
H: -1.7650 -1.4388 -4.6074
H: -2.4100 -2.5661 -3.4002
H: -0.6654 -2.6143 -3.7999
H: -3.4671 -1.1955 -1.4125
H: -2.8077 0.2523 -0.6240
H: -2.2643 -1.3538 -0.1136
H: -2.0138 0.9855 -4.1168
H: -0.9163 1.7801 -2.9769
H: -2.5973 1.4773 -2.5180
C: 1.1097 0.6734 8.5837
C: 1.4597 0.6823 7.1278
C: 1.7599 -0.5186 6.4786
C: 2.1191 -0.5185 5.1357
C: 2.1630 0.6993 4.4588
C: 1.8216 1.9079 5.0766
C: 1.4693 1.8855 6.4163
S: 2.5603 0.7339 2.6996
O: 3.5767 1.7601 2.6305
O: 2.9271 -0.6138 2.3181
O: 1.2244 1.1329 2.1587
H: 0.1194 0.2279 8.7535
H: 1.8380 0.0821 9.1538
H: 1.0951 1.6969 8.9738
H: 1.7238 -1.4577 7.0330
H: 2.3699 -1.4318 4.6022
H: 1.8397 2.8411 4.5198
H: 1.2050 2.8112 6.9320

Summary:
Energy above the lowest of the compared OMol25 structures with the same formula, charge and spin   0.0 kJ/mol
Frontier orbital gap (spin up / spin down)   6.75 / 6.29 eV
2S+1   2
E_HOMO (spin up / spin down)   -6.83 / -6.83 eV
Electronic energy   -4630.9973 a.u.
Expectation value of S²   0.7508

=====

Entry 3:
The following is a quantum chemistry calculation of a cluster of 2 separate species, C5H8O in total, from the Open Molecules 2025 dataset.

Element x y z (Å)
C: -0.4506 -1.4922 0.1066
C: -0.4845 -0.0453 -0.2668
C: -1.0036 0.9964 0.6420
O: -0.7510 2.2333 0.3354
C: 1.4096 0.9185 -0.3805
C: 2.3471 0.1920 -0.6473
H: -0.3157 -1.6296 1.1826
H: 0.3651 -1.9912 -0.4192
H: -1.3806 -1.9793 -0.2082
H: -0.6154 0.1826 -1.3240
H: -2.0364 0.6005 0.2785
H: -0.9496 0.6727 1.7042
H: 0.6973 1.7926 -0.1173
H: 3.1682 -0.4512 -0.8860

Summary:
Energy above the lowest of the compared OMol25 structures with the same formula, charge and spin   567.5 kJ/mol
Frontier orbital gap   8.32 eV
E_HOMO   -8.93 eV
Electronic energy   -270.3418 a.u.

=====

Entry 4:
The following is a quantum chemistry calculation of a cluster of 2 separate species, C3H8Se in total, from the Open Molecules 2025 dataset.

Element x y z (Å)
Se: -0.1986 2.8570 0.5276
H: -1.5214 2.4201 0.1738
H: -0.2926 4.3871 0.2825
C: 1.5800 -1.6288 0.2701
C: 0.3864 -1.1961 0.6122
C: -0.6277 -0.7166 -0.3302
H: 2.3723 -1.9934 0.9287
H: 1.8002 -1.4696 -0.7139
H: 0.1896 -1.2268 1.7697
H: -0.7814 0.3324 -0.4409
H: -0.5074 -1.0848 -1.3000
H: -1.5784 -1.1131 0.0958

Summary:
Energy above the lowest of the compared OMol25 structures with the same formula, charge and spin   77.2 kJ/mol
Frontier orbital gap   10.02 eV
E_HOMO   -9.34 eV
Structure (SMILES)   [SeH2].C=CC
Electronic energy   -2520.4563 a.u.